# 1
A structure of composition C56H36Cl4N6O2Pb at a distorted geometry, computed with wB97M-V/def2-TZVPD.

```
105
Properties=species:S:1:pos:R:3:forces:R:3
Pb 0.089 0.503 -0.011 -0.931 -0.911 0.131
Cl 2.370 -8.230 0.108 0.280 -0.356 0.021
C 1.669 -6.682 0.127 0.251 0.484 -0.346
C 0.735 -6.382 1.095 -0.881 -1.165 1.631
C 0.020 -5.208 1.096 1.252 0.708 -1.145
C 0.346 -4.261 0.065 -1.207 0.017 0.697
C 1.371 -4.537 -0.878 -0.250 0.319 0.812
C 2.046 -5.739 -0.823 0.006 -0.650 -0.862
C -0.483 -3.053 -0.022 0.252 0.027 -0.817
C -0.737 -2.459 -1.261 -0.393 0.742 0.893
C -0.796 -3.117 -2.525 -0.259 1.158 -0.609
C -1.258 -2.206 -3.454 0.254 0.004 1.669
C -1.426 -0.965 -2.724 0.034 -0.076 0.757
C -1.769 0.303 -3.422 0.338 -0.316 0.463
C -2.093 0.197 -4.862 0.091 0.092 -1.080
C -3.398 0.024 -5.315 0.758 0.118 -1.462
C -3.634 -0.026 -6.704 -1.107 0.143 0.539
C -2.608 0.039 -7.610 0.584 -0.495 -0.359
Cl -2.849 -0.233 -9.303 -0.240 0.229 0.159
C -1.297 0.207 -7.169 -0.396 0.256 -0.292
C -1.061 0.331 -5.833 -0.317 -0.031 1.575
C -1.744 1.537 -2.867 -0.334 -0.586 1.309
N -1.551 1.771 -1.483 1.277 -2.457 0.010
C -1.755 3.004 -1.264 -0.400 2.206 1.564
C -1.532 3.685 0.064 -0.613 -2.328 0.016
C -1.229 5.093 0.032 1.573 1.607 -0.350
C -2.171 6.070 -0.195 -0.597 0.917 -0.352
C -1.804 7.413 -0.264 -0.436 0.467 -0.314
C -0.480 7.801 -0.153 -0.383 -0.623 0.330
Cl -0.119 9.460 -0.131 0.315 0.610 -0.129
C 0.510 6.844 0.014 -0.592 -0.234 0.020
C 0.118 5.512 0.095 -0.242 0.077 0.185
C -1.582 3.003 1.249 -0.085 0.898 -0.031
C -1.356 3.601 2.588 0.484 -0.282 -0.077
C -1.495 2.588 3.473 0.214 0.505 -0.510
C -1.833 1.406 2.687 -0.127 0.042 0.378
N -1.904 1.633 1.390 0.415 0.196 0.692
C -2.143 0.101 3.302 -0.110 -0.113 -0.230
C -2.050 -1.039 2.568 0.392 0.261 0.106
C -2.646 -2.284 2.907 0.356 -1.752 -0.362
C -2.152 -3.217 2.041 0.309 0.851 -0.399
C -1.196 -2.501 1.159 -1.404 1.356 0.683
N -1.258 -1.196 1.432 1.212 -0.837 -0.812
C -2.664 0.016 4.689 -0.838 1.273 -1.518
C -3.740 0.876 4.993 -0.556 0.436 0.010
C -4.368 0.756 6.211 0.388 -0.233 1.132
C -3.866 -0.182 7.153 -1.169 0.317 0.031
Cl -4.579 -0.310 8.759 0.273 0.239 -0.918
C -2.867 -1.067 6.825 0.796 -0.212 0.751
C -2.248 -0.939 5.587 1.061 -0.886 -0.173
C -2.180 3.698 -2.446 -0.116 0.929 -1.447
C -2.126 2.786 -3.439 -0.318 0.364 0.399
N -1.189 -1.120 -1.390 0.494 -0.337 -1.644
H 0.546 -7.154 1.872 0.037 0.657 -0.657
H -0.730 -4.998 1.852 0.407 -0.203 -0.271
H 1.688 -3.761 -1.565 -0.180 -0.095 -0.062
H 2.768 -6.059 -1.592 -0.257 0.535 0.552
H -0.610 -4.148 -2.645 0.126 -0.891 -0.283
H -1.511 -2.356 -4.479 -0.017 -0.121 -0.394
H -4.280 -0.059 -4.722 -0.174 0.007 0.857
H -4.684 -0.068 -7.030 0.650 -0.208 -0.027
H -0.487 0.306 -7.868 0.099 -0.062 -0.233
H -0.058 0.561 -5.495 0.092 -0.124 0.071
H -3.210 5.843 -0.384 -0.116 -0.223 0.258
H -2.535 8.217 -0.448 0.206 -0.694 0.189
H 1.531 7.173 0.101 0.246 -0.220 0.001
H 0.874 4.767 0.223 0.416 -0.382 0.098
H -1.003 4.611 2.827 -0.426 -0.459 -0.369
H -1.307 2.653 4.534 -0.225 -0.209 0.011
H -3.363 -2.450 3.688 -0.192 0.019 0.040
H -2.464 -4.230 1.865 -0.149 -0.097 0.304
H -4.168 1.625 4.282 0.727 -0.819 0.487
H -5.186 1.413 6.496 0.092 -0.196 -0.087
H -2.523 -1.764 7.612 -0.162 0.358 -0.809
H -1.380 -1.563 5.275 -0.827 0.336 0.557
H -2.462 4.747 -2.572 0.176 -0.524 0.285
H -2.409 2.857 -4.444 -0.297 0.474 -1.253
O 6.262 -0.297 3.375 0.180 0.068 0.399
C 5.100 -0.577 4.111 -0.721 0.972 -0.242
C 3.957 -0.676 3.148 -0.754 0.316 0.096
C 2.654 -0.891 3.630 0.231 -0.481 0.608
C 1.616 -1.068 2.756 0.980 0.464 -0.852
N 1.818 -1.002 1.422 -1.328 -0.438 0.756
C 3.028 -0.794 0.960 0.423 0.919 -1.058
C 4.114 -0.535 1.783 0.862 -0.586 0.070
C 3.145 -0.752 -0.551 1.073 -0.311 -0.035
C 4.391 -0.639 -1.204 -1.449 -0.223 -1.931
C 4.432 -0.795 -2.630 0.474 0.325 2.326
C 5.765 -0.748 -3.337 -0.020 0.245 0.013
O 6.386 0.520 -3.173 -0.732 0.694 -1.220
C 3.241 -0.965 -3.272 -0.428 -0.140 -0.341
C 2.047 -1.004 -2.585 -0.063 -0.101 1.040
N 1.998 -0.936 -1.228 0.015 0.325 -1.336
H 7.021 -0.439 3.949 0.108 0.088 -0.099
H 4.817 0.205 4.864 0.530 -0.447 -0.462
H 5.150 -1.523 4.613 0.198 -0.611 0.494
H 2.445 -0.998 4.695 0.240 0.130 -0.181
H 0.618 -1.224 3.113 -0.412 -0.114 -0.038
H 5.114 -0.344 1.389 -0.420 -0.046 0.110
H 5.319 -0.387 -0.760 0.535 -0.042 0.839
H 5.666 -1.062 -4.381 -0.069 0.234 -0.003
H 6.439 -1.452 -2.877 0.199 -0.357 0.247
H 6.024 1.129 -3.869 0.568 -0.743 1.029
H 3.244 -1.066 -4.329 -0.145 -0.120 -0.826
H 1.118 -1.147 -3.155 0.314 0.153 0.607
```
Forces are in eV/Å.

Properties
maximum force = 2.8 eV Å⁻¹
E_LUMO (alpha / beta) = -7.38 / -7.38 eV
total charge = +2
orbital gap (alpha / beta) = 5.48 / 5.48 eV

=====

# 2
A structure of composition C56H36CuN6, computed with wB97M-V/def2-TZVPD.

```
99
Properties=species:S:1:pos:R:3:forces:R:3
Cu 0.976 0.541 -0.096 -0.025 -0.074 -0.008
C 5.707 -0.227 5.753 -0.016 0.024 -0.028
C 5.926 0.604 4.662 -0.023 -0.023 0.009
C 4.993 0.670 3.638 0.007 0.004 0.032
C 3.824 -0.086 3.697 0.006 -0.075 -0.042
C 3.614 -0.921 4.791 0.005 -0.030 0.018
C 4.550 -0.990 5.814 -0.002 0.018 -0.011
C 2.857 -0.014 2.570 0.042 -0.023 0.005
C 3.245 -0.571 1.318 -0.015 -0.017 -0.066
C 4.297 -1.453 1.063 0.046 0.067 0.021
C 4.024 -2.087 -0.153 0.031 -0.014 0.010
C 2.816 -1.575 -0.607 -0.048 -0.064 0.023
N 2.364 -0.641 0.260 0.134 -0.137 0.098
C 1.953 -1.887 -1.754 -0.009 0.309 0.046
C 1.763 -0.676 -2.564 0.186 0.087 0.114
C 2.059 -0.354 -3.882 -0.096 -0.039 -0.099
C 1.784 1.007 -4.036 0.061 -0.028 -0.070
C 1.322 1.477 -2.806 0.025 0.085 0.041
C 0.651 2.709 -2.559 0.042 -0.064 0.023
C 0.909 3.831 -3.497 -0.112 0.026 -0.015
C 2.238 4.200 -3.721 -0.021 0.059 0.046
C 2.548 5.279 -4.534 -0.020 -0.007 -0.010
C 1.538 6.004 -5.150 -0.004 -0.030 0.013
C 0.216 5.630 -4.957 0.009 0.012 -0.020
C -0.095 4.553 -4.140 -0.031 -0.128 -0.064
C -0.190 2.820 -1.486 0.082 0.008 0.079
N -0.260 1.884 -0.444 -0.319 0.268 -0.050
C -1.315 2.200 0.344 0.241 0.056 -0.018
C -1.559 1.649 1.600 -0.179 -0.066 0.070
C -2.837 1.899 2.322 0.002 0.041 -0.036
C -3.683 0.825 2.595 -0.032 -0.007 -0.012
C -4.884 1.017 3.263 0.018 0.001 -0.010
C -5.259 2.289 3.672 0.031 0.000 0.004
C -4.419 3.366 3.417 0.010 -0.010 -0.022
C -3.217 3.170 2.750 0.023 -0.020 0.021
C -0.506 1.038 2.273 0.148 0.078 -0.011
C -0.388 0.942 3.713 -0.028 0.000 -0.001
C 0.902 0.665 3.996 -0.048 -0.013 -0.021
C 1.592 0.450 2.751 0.027 0.033 -0.053
N 0.682 0.698 1.717 -0.155 0.036 0.365
C -1.997 3.335 -0.235 -0.045 0.035 0.051
C -1.258 3.763 -1.281 0.060 0.046 0.026
N 1.335 0.435 -1.911 0.043 -0.005 -0.308
C 1.150 -2.957 -1.784 -0.098 -0.271 -0.130
C 0.117 -3.072 -2.825 0.085 0.053 0.076
C -1.016 -3.783 -2.827 -0.114 -0.084 0.027
C -1.595 -4.676 -1.771 0.057 0.123 0.190
C -1.005 -4.678 0.343 -0.016 0.020 0.025
C 0.100 -3.589 0.445 0.009 0.016 -0.089
H 6.437 -0.282 6.550 0.001 0.001 -0.004
H 6.827 1.202 4.607 -0.003 -0.003 -0.002
H 5.163 1.315 2.784 0.001 -0.015 -0.001
H 2.720 -1.531 4.829 0.010 0.000 -0.014
H 4.378 -1.648 6.656 -0.006 0.004 -0.005
H 5.131 -1.630 1.725 -0.025 -0.018 0.002
H 4.610 -2.847 -0.645 -0.021 0.002 0.001
H 2.414 -1.044 -4.630 0.031 0.014 0.023
H 1.844 1.592 -4.941 0.013 -0.008 0.023
H 3.027 3.641 -3.234 -0.001 -0.004 -0.004
H 3.584 5.556 -4.683 0.001 -0.002 0.001
H 1.777 6.846 -5.785 0.008 -0.003 0.003
H -0.579 6.174 -5.452 0.003 -0.010 0.002
H -1.127 4.246 -4.038 -0.017 -0.015 0.037
H -3.390 -0.168 2.273 -0.008 0.012 -0.020
H -5.532 0.171 3.458 0.006 0.001 0.013
H -6.194 2.441 4.194 -0.002 0.002 -0.011
H -4.697 4.360 3.744 0.003 -0.005 0.002
H -2.552 4.007 2.573 -0.017 -0.002 -0.002
H -1.191 1.145 4.404 0.001 0.002 -0.014
H 1.355 0.575 4.970 0.015 0.028 -0.011
H -2.900 3.776 0.153 0.033 -0.008 0.030
H -1.457 4.623 -1.895 0.043 0.031 -0.025
H 0.273 -2.424 -3.680 0.002 -0.015 -0.007
H -1.655 -3.644 -3.693 0.008 -0.013 -0.009
H -2.389 -5.279 -2.207 -0.029 -0.007 0.023
H -1.257 -5.164 1.283 -0.006 0.027 0.018
H 0.570 -3.526 1.424 0.018 -0.054 0.023
C -4.311 0.399 -1.791 0.017 -0.003 0.007
C -2.933 0.583 -1.779 -0.003 -0.069 -0.036
N -2.083 -0.327 -1.316 -0.051 -0.075 -0.004
C -2.590 -1.470 -0.869 0.110 -0.015 0.046
C -3.954 -1.781 -0.872 -0.095 -0.106 0.031
C -4.826 -0.800 -1.330 -0.045 -0.023 -0.003
C -4.413 -3.103 -0.406 0.039 0.124 0.019
C -3.565 -4.107 -0.179 0.063 -0.007 -0.037
C -2.107 -3.940 -0.436 -0.008 -0.008 -0.233
C -0.626 -5.548 -0.870 0.072 -0.020 -0.058
C 0.809 -5.328 -1.109 -0.037 0.053 -0.006
C 1.182 -3.961 -0.640 -0.085 0.014 -0.037
N -0.532 -2.290 0.145 0.137 -0.003 0.086
C -1.675 -2.505 -0.354 -0.139 -0.043 -0.141
H -4.961 1.180 -2.160 0.008 -0.005 -0.009
H -2.492 1.501 -2.155 -0.039 -0.058 -0.002
H -5.894 -0.986 -1.334 0.010 0.022 0.001
H -5.481 -3.242 -0.278 0.004 0.001 0.003
H -3.930 -5.081 0.130 -0.008 0.006 -0.012
H -0.942 -6.591 -0.849 0.003 0.007 0.010
H 1.389 -5.861 -1.851 0.009 -0.017 0.071
H 2.173 -3.935 -0.191 -0.001 0.007 -0.011
```
Forces are in eV/Å.

Properties
maximum force = 0.4 eV Å⁻¹
2S+1 = 2
E_LUMO (alpha / beta) = -1.05 / -1.05 eV
orbital gap (alpha / beta) = 5.04 / 5.07 eV